{"formula": "C27H26ClMnN7O5S2", "method": "ωB97M-V/def2-TZVPD", "species": ["Mn", "Cl", "C", "C", "C", "C", "O", "C", "C", "O", "C", "H", "H", "H", "H", "O", "S", "O", "N", "C", "C", "C", "C", "C", "C", "C", "C", "N", "C", "C", "C", "C", "C", "C", "C", "H", "H", "H", "H", "H", "H", "H", "H", "H", "H", "H", "N", "N", "N", "C", "N", "N", "H", "H", "H", "O", "S", "C", "C", "C", "C", "H", "H", "H", "H", "H", "H", "H", "H"], "xyz": [[-0.24, -0.29, -0.54], [3.76, -6.53, 0.50], [3.05, -4.96, 0.17], [3.88, -3.90, -0.26], [3.36, -2.68, -0.53], [1.96, -2.41, -0.41], [1.48, -1.25, -0.69], [1.15, -3.49, 0.03], [-0.28, -3.37, 0.26], [-0.97, -2.36, 0.16], [1.72, -4.75, 0.30], [4.95, -4.08, -0.36], [3.99, -1.87, -0.87], [-0.78, -4.31, 0.56], [1.07, -5.57, 0.63], [-3.83, 2.21, 0.79], [-2.45, 1.79, 0.71], [-1.47, 2.87, 0.67], [-2.12, 0.70, -0.41], [-2.83, 0.70, -1.64], [-3.98, 1.39, -1.96], [-4.59, 1.29, -3.23], [-4.09, 0.50, -4.22], [-2.92, -0.24, -3.95], [-2.34, -1.10, -4.91], [-1.21, -1.80, -4.62], [-0.63, -1.62, -3.35], [-1.14, -0.83, -2.45], [-2.29, -0.14, -2.69], [-2.14, 0.94, 2.23], [-1.95, 1.75, 3.34], [-1.74, 1.17, 4.58], [-1.71, -0.21, 4.71], [-1.91, -1.01, 3.59], [-2.14, -0.44, 2.35], [-4.44, 2.03, -1.23], [-5.49, 1.86, -3.41], [-4.57, 0.42, -5.18], [-2.81, -1.19, -5.88], [-0.75, -2.46, -5.34], [0.29, -2.13, -3.08], [-1.97, 2.83, 3.23], [-1.59, 1.80, 5.45], [-1.54, -0.67, 5.68], [-1.91, -2.09, 3.69], [-2.32, -1.06, 1.48], [-0.40, 4.31, -1.62], [0.52, 3.32, -1.92], [1.78, 3.56, -2.20], [2.21, 2.34, -2.48], [1.25, 1.42, -2.36], [0.16, 2.08, -2.01], [0.14, 5.14, -1.39], [-0.95, 3.98, -0.81], [3.23, 2.12, -2.78], [0.64, 0.78, 1.14], [1.58, 1.92, 1.46], [1.82, 1.78, 3.26], [3.23, 1.24, 3.51], [3.58, 0.39, 2.29], [3.21, 1.25, 1.09], [1.04, 1.07, 3.54], [1.61, 2.74, 3.73], [3.28, 0.68, 4.44], [3.94, 2.07, 3.59], [2.98, -0.53, 2.27], [4.63, 0.09, 2.27], [3.09, 0.71, 0.15], [3.90, 2.09, 0.95]], "lowdin_charge": [0.851, 0.631, -0.674, -0.099, -0.006, -0.353, -0.161, -0.126, -0.170, -0.034, -0.078, 0.106, 0.113, 0.132, 0.113, -0.297, 0.605, -0.366, -0.199, -0.223, -0.017, -0.071, -0.056, -0.156, -0.009, -0.043, -0.109, 0.041, -0.146, -0.285, -0.069, -0.087, -0.087, -0.065, -0.066, 0.086, 0.107, 0.109, 0.119, 0.105, 0.116, 0.118, 0.105, 0.101, 0.107, 0.088, 0.147, -0.273, 0.122, -0.215, 0.031, 0.066, 0.095, 0.056, 0.104, -0.583, 0.985, -0.289, -0.221, -0.227, -0.317, 0.087, 0.092, 0.116, 0.112, 0.117, 0.117, 0.074, 0.098], "charge": 0, "max_force_ev_per_a": 1.4, "de_lowest_kj_mol": 49.06, "homo_lumo_gap_ev": [7.7, 7.7], "multiplicity": 6}